Entry 1:
Molecular formula: C26H44N8
Method: DFT, ωB97M-V/def2-TZVPD

Element x y z (Å)
N1 -0.819013 -1.926988 -0.568623
N2 1.695579 -0.452418 1.997301
N3 -1.863351 -3.789101 -5.834703
N4 -0.332050 1.775042 -3.711618
N5 -1.176911 3.941606 -0.676874
N6 1.138845 -3.038892 5.057056
N7 0.898067 4.663409 3.364503
N8 5.195367 -5.402633 -0.377862
C1 -0.294808 1.121973 -7.245791
C2 3.411336 -4.186682 1.041301
C3 1.324124 4.400317 2.360771
C4 -0.415448 -0.877608 -0.486533
C5 -1.714904 0.478616 -7.268981
C6 0.017018 -3.079980 2.742617
C7 -3.087227 2.620508 -1.930671
C8 -4.264822 2.276430 -0.979049
C9 0.238591 0.433003 -0.414050
C10 -2.027787 -4.625288 -5.034830
C11 -2.008289 3.317883 -1.197872
C12 -2.083175 -1.861399 3.353238
C13 -1.487129 -3.155779 2.871364
C14 3.359299 4.040235 1.218570
C15 0.578707 -3.029999 4.058359
C16 1.847104 3.979444 1.068847
C17 1.992907 -0.056794 3.041033
C18 -2.077111 -5.754588 -4.086670
C19 1.176622 0.635900 5.286848
C20 -3.833721 1.293698 0.112478
C21 -0.043230 1.380370 -4.765262
C22 4.379765 -4.869262 0.220864
C23 0.523040 0.750264 -5.959730
C24 3.875682 3.021290 2.206211
C25 2.364679 0.468477 4.370056
C26 0.078294 1.624441 4.798273
H1 -2.056248 0.708713 -8.278909
H2 -2.654445 1.706338 -2.240713
H3 0.375802 -0.333748 -5.854147
H4 0.677667 -0.356285 5.452638
H5 0.166796 0.719777 -8.138880
H6 -3.709220 0.291279 -0.347424
H7 1.272665 0.323264 -0.091897
H8 1.458983 2.940185 0.873094
H9 4.986916 3.055858 2.368469
H10 -4.707256 1.153623 0.731609
H11 -2.925349 1.505529 0.725485
H12 -1.618193 -1.416787 4.245928
H13 -2.359131 0.824217 -6.500855
H14 -5.116024 1.788853 -1.495906
H15 -0.565970 1.140556 3.984351
H16 0.317780 -2.247088 2.083733
H17 -0.268692 1.026420 0.336681
H18 1.415656 4.658917 0.368824
H19 0.446904 -3.948291 2.216886
H20 -3.401932 3.275608 -2.731183
H21 1.560839 0.992839 6.243989
H22 3.638140 -4.306274 2.089359
H23 -0.420075 2.145626 -7.377305
H24 -1.739763 -3.926235 3.568442
H25 -1.552934 -0.609487 -7.172549
H26 -1.096612 -5.975297 -3.713885
H27 -2.645768 -5.458598 -3.189009
H28 -0.492768 1.886701 5.682212
H29 3.473339 -3.099612 0.853410
H30 3.627496 2.070713 1.780783
H31 -3.129578 -2.057968 3.534328
H32 2.392507 -4.468932 0.780787
H33 2.801052 1.441734 4.172607
H34 -2.456488 -6.644990 -4.533982
H35 -1.951808 -1.086093 2.567519
H36 3.815666 3.898005 0.243227
H37 0.465296 2.607609 4.467355
H38 3.127233 -0.208473 4.766361
H39 -4.660362 3.137216 -0.425592
H40 0.160393 0.919971 -1.369103
H41 3.647412 5.017139 1.542298
H42 1.584852 0.924138 -5.935291
H43 -1.894710 -3.310180 1.885296
H44 3.443881 3.178013 3.200389

Atomic forces in eV per Å
-1.273 -2.657 -0.098
0.410 0.247 0.881
-0.557 -1.674 1.816
0.054 -0.342 -1.557
-1.174 -1.109 -0.614
0.015 0.103 0.640
-1.203 1.067 3.299
0.245 -0.227 -0.346
-0.299 -1.950 0.748
-0.378 1.340 -0.274
0.440 -1.177 -2.863
1.713 2.685 0.172
2.180 -0.636 -0.739
-0.051 -0.312 -1.397
-0.670 0.847 1.736
0.326 -0.090 0.753
-0.328 -0.317 0.231
0.773 1.097 -1.606
0.886 1.178 0.436
0.334 1.130 -0.309
0.248 0.645 -0.371
0.452 -0.113 -0.682
1.201 0.243 -0.077
-0.204 -0.947 1.054
-0.194 -0.142 -0.352
-0.311 1.317 0.713
-1.366 -0.384 0.216
0.098 -1.289 -0.464
0.144 0.114 1.813
0.147 -0.089 0.145
-1.652 -0.367 -0.751
1.167 0.366 0.348
0.020 -0.281 -0.888
0.294 -0.445 -0.652
-0.630 -0.171 0.255
0.335 -0.893 -0.962
0.163 0.165 0.246
0.633 0.796 0.039
0.618 0.026 0.008
0.336 0.414 0.201
-0.149 -0.130 -0.217
0.435 0.984 0.027
-0.957 0.088 -0.422
-0.022 0.046 0.710
-0.784 0.263 -0.559
-0.130 -0.478 0.008
-0.692 0.402 0.587
0.596 0.486 -0.103
0.774 0.857 1.164
-0.088 -0.039 0.723
-0.112 0.239 0.112
-0.052 0.294 -0.919
-0.294 -0.035 0.359
0.072 -0.130 -0.439
-0.020 -0.125 0.020
-0.136 -0.348 0.315
0.172 1.991 -0.069
-0.315 -0.813 0.139
-0.497 0.335 -0.068
0.731 0.023 -0.042
-0.083 -0.235 -0.518
-0.620 -0.241 -0.073
0.026 -0.394 -0.035
-0.117 -0.963 0.281
-0.392 0.449 0.127
0.064 -0.235 0.204
0.298 0.112 0.099
-0.525 -0.460 -0.364
-0.358 -0.391 0.321
0.134 -0.138 -0.152
0.016 -0.707 -0.178
-0.104 0.148 0.109
0.138 0.244 -0.650
-0.006 0.300 -0.433
0.073 0.850 0.129
0.393 0.346 -0.435
-0.252 -0.587 -0.267
-0.160 -0.178 -0.237

**SMILES**: CCCC#N.CCCC#N.CCCC#N.CCCC#N.CCCC#N.CC#N.CC#N.CC#N
**M**: 468.69 g/mol
**LUMO level**: 0.412 eV
**Total charge**: 0
**E**: -1455.04705 hartree
**HOMO energy**: -11.3 eV

=====

Entry 2:
Molecular formula: C26H45AsNO9P2Si2Ta
Method: DFT, ωB97M-V/def2-TZVPD

Element x y z (Å)
Ta1 0.975324 0.631628 -0.608506
As1 -0.462860 -0.842537 0.752549
P1 1.318844 -1.479625 -3.241268
P2 3.574735 0.330482 -2.179954
Si1 0.026926 -3.151221 1.342824
Si2 -1.203442 -0.045261 2.938698
O1 3.026070 0.422918 -0.724458
O2 2.371174 0.399525 2.188648
O3 -0.244341 1.870983 -1.685694
O4 1.328978 -1.291510 -4.703252
O5 2.550588 1.352308 -2.868545
O6 1.017702 2.124281 0.505317
O7 0.809427 -2.902176 -2.763145
O8 0.608699 -0.443144 -2.364111
O9 4.985625 0.502310 -2.520998
N1 3.908401 -1.646627 -3.945448
C1 -1.511058 -3.692655 2.264597
C2 1.005089 5.232549 2.362299
C3 -4.899779 -0.021825 -2.351874
C4 -1.176964 1.805850 3.204296
C5 3.080515 -1.373115 -2.697744
C6 1.335677 3.039472 1.463236
C7 0.254867 -4.305931 -0.104098
C8 -4.386473 0.661272 -1.242802
C9 2.577153 3.737047 3.381033
C10 -4.175133 -0.032889 -3.542289
C11 -2.409720 1.214501 -2.489494
C12 -2.227196 0.565718 -4.969887
C13 0.713116 4.276737 1.405394
C14 2.289373 2.742712 2.441868
C15 -2.709086 2.100344 -0.106128
C16 -6.228131 -0.699189 -2.258221
C17 1.933135 4.960343 3.357889
C18 1.603166 -3.106748 2.362936
C19 3.485680 -2.382238 -1.617812
C20 -3.159055 1.278376 -1.277155
C21 -1.107131 1.734992 -2.608900
C22 4.318880 1.340069 3.156605
C23 -0.155056 -0.807258 4.288329
C24 -2.953167 0.599024 -3.654712
C25 2.945641 1.412575 2.550395
C26 -2.995760 -0.624125 2.942910
H1 -2.858192 0.108916 -5.728260
H2 -1.614762 2.407574 2.411011
H3 -1.301939 -0.010797 -4.916413
H4 3.307359 3.540390 4.153874
H5 -6.569679 -1.055015 -3.227123
H6 -3.209320 -1.202993 3.843186
H7 -1.580284 -3.338414 3.289540
H8 -0.498917 -0.356631 5.224489
H9 2.913990 1.951488 -3.538452
H10 4.261019 -2.605320 -3.960818
H11 4.720684 -1.007084 -3.960515
H12 3.294420 -1.502540 -4.768461
H13 0.893907 -0.544219 4.161875
H14 4.562942 -2.355604 -1.442353
H15 -2.423842 -3.410799 1.739733
H16 2.996362 -2.147920 -0.672228
H17 -0.185421 2.187714 3.435621
H18 -3.644233 0.254331 2.959148
H19 -0.238306 -1.884544 4.398184
H20 3.190724 -3.391025 -1.908324
H21 -0.611698 -4.352448 -0.761365
H22 4.797250 0.422404 2.824280
H23 -3.286886 -1.231724 2.087042
H24 2.162539 5.703819 4.107853
H25 1.468218 -3.645838 3.301879
H26 -1.916788 1.600524 0.447804
H27 4.927959 2.205527 2.903607
H28 -1.797426 1.944590 4.096019
H29 -3.541424 2.269825 0.575110
H30 1.950685 -2.100296 2.591445
H31 0.003986 4.468924 0.611563
H32 2.392028 -3.617977 1.806140
H33 -1.975728 1.568746 -5.319767
H34 -4.989642 0.732741 -0.345941
H35 0.512957 6.194543 2.325964
H36 4.234114 1.296302 4.245367
H37 -1.487239 -4.785912 2.293964
H38 -6.978398 -0.021569 -1.849913
H39 0.381111 -5.293273 0.351502
H40 -6.165885 -1.553993 -1.581317
H41 0.421962 -3.443892 -3.468396
H42 -2.324688 3.070849 -0.421444
H43 1.141976 -4.097005 -0.694298
H44 -4.593454 -0.530080 -4.408096
H45 -0.782496 2.069803 -3.596083

Atomic forces in eV per Å
-0.379 1.318 0.652
0.193 0.051 -0.025
0.217 0.084 -0.321
-0.076 0.100 0.328
0.050 -0.017 0.076
0.033 -0.099 -0.025
-1.184 -0.544 -0.208
0.018 -0.015 -0.253
-0.495 -0.072 0.039
-0.087 -0.004 -0.015
0.289 0.260 -0.519
0.260 -1.008 -0.290
-0.060 0.034 -0.175
0.425 -0.115 1.185
0.003 0.024 -0.022
0.055 -0.004 -0.084
0.115 -0.037 -0.136
0.010 0.033 0.023
0.012 0.003 -0.018
0.015 -0.167 -0.052
0.337 -0.411 -0.235
0.087 0.277 -0.016
-0.066 0.098 0.147
0.047 0.035 0.006
0.021 -0.091 -0.068
-0.008 0.006 -0.009
0.080 0.067 0.077
0.030 -0.016 -0.061
0.022 -0.141 -0.030
-0.082 0.207 0.034
-0.004 -0.002 0.004
-0.038 -0.019 -0.023
-0.025 0.050 0.003
-0.111 -0.023 -0.117
0.024 0.069 0.083
0.003 -0.037 -0.021
0.067 -0.002 -0.151
-0.015 -0.029 0.023
-0.137 0.165 -0.088
-0.079 0.065 0.044
0.073 -0.091 0.071
0.067 0.068 0.038
0.001 -0.001 -0.003
0.011 -0.012 -0.007
0.016 0.009 0.007
0.017 -0.021 0.005
-0.002 -0.005 -0.003
0.006 -0.001 0.033
0.021 0.078 0.047
0.002 -0.016 0.031
0.023 -0.087 0.065
-0.060 -0.002 -0.011
-0.060 -0.036 0.044
0.037 0.052 0.011
0.045 0.003 -0.029
-0.006 0.054 0.018
0.010 0.004 -0.037
-0.020 -0.039 -0.022
0.054 -0.006 0.002
-0.028 0.005 -0.001
-0.010 -0.082 -0.066
0.023 0.013 -0.032
-0.019 0.033 -0.023
0.010 -0.001 0.005
0.078 0.006 -0.024
0.000 0.012 0.000
-0.023 -0.017 0.031
0.009 -0.028 -0.016
0.007 -0.005 -0.017
-0.006 0.042 0.020
-0.002 -0.015 -0.009
-0.044 0.020 -0.011
-0.009 0.011 -0.006
0.023 0.002 0.004
-0.005 0.005 0.001
-0.009 0.001 0.016
-0.008 0.011 0.003
-0.015 0.015 0.013
0.016 -0.006 0.053
0.003 0.007 0.011
0.004 -0.031 -0.012
0.005 0.002 0.009
0.084 0.091 0.058
0.004 0.004 -0.006
0.012 0.021 0.003
0.002 -0.012 -0.005
0.097 -0.149 -0.025

**M**: 889.63 g/mol
**LUMO level**: -6.414 eV
**Total charge**: +2
**Energy relative to the best compared isomer or geometry (same formula, charge and spin)**: 175.8 kJ/mol
**E**: -5304.04670 hartree
**HOMO energy**: -13.2 eV